A cluster of 5 separate species, C15H40O5 in total in a non-equilibrium geometry. Source: the Open Molecules 2025 dataset; level of theory: the ωB97M-V functional and the def2-TZVPD basis.

Last column: natural (NBO) charge in e.
Atoms and positions in Å:
H1 -1.5923 0.5395 2.0042  0.21
C1 -0.1285 -0.1356 4.4888  -0.67
H2 -4.3956 0.8897 0.3610  0.47
O1 0.7102 -0.2642 1.1521  -0.77
C2 4.0026 5.3166 -4.0304  -0.62
H3 -2.5845 0.4244 0.5422  0.18
H4 -0.5216 -0.5615 -0.6305  0.18
H5 3.3225 -3.8946 -0.5923  0.21
H6 -0.9831 -2.3355 6.1117  0.19
C3 -5.8353 -0.2788 -0.0531  0.09
C4 2.3981 -4.1330 -1.1184  -0.63
H7 3.2650 6.0914 -3.8210  0.20
H8 -1.1998 -0.1663 4.2898  0.21
H9 -2.2684 -0.9400 1.3649  0.21
H10 0.5499 1.5341 -0.8937  0.20
H11 -5.4387 -2.3209 -0.7042  0.20
H12 2.9284 3.3747 -4.1645  0.15
C5 3.0265 -2.9786 -3.3492  -0.73
O2 2.0904 -1.8202 -1.5918  -0.85
H13 0.2830 0.8571 4.3062  0.22
H14 1.8999 0.1987 6.4630  0.46
H15 -0.1392 -0.1881 6.6853  0.14
H16 4.2873 5.4163 -5.0778  0.20
H17 -6.3809 -0.4011 0.8826  0.15
H18 0.3903 -0.5701 3.6344  0.26
H19 3.9404 -2.5173 -2.9749  0.22
C6 3.6048 3.9535 -3.5355  -0.02
C7 3.0557 3.9819 -2.1844  -0.71
H20 1.4410 -0.3984 0.5442  0.49
C8 -4.8523 -1.4772 -0.3403  -0.67
H21 3.7520 4.3275 -1.4203  0.20
H22 2.0158 -1.1141 -2.2379  0.38
H23 0.2871 -2.6225 4.9565  0.22
H24 2.6206 -2.4869 -4.2332  0.21
H25 2.7654 2.9386 -2.0606  0.19
O3 -5.1552 0.9108 -0.2257  -0.71
H26 -6.6037 -0.1428 -2.1457  0.22
H27 -1.2046 1.7730 -0.7240  0.20
O4 1.7123 -0.6460 6.0471  -0.73
C9 -6.8829 -0.2881 -1.1022  -0.61
H28 1.0797 -3.2999 -2.5836  0.15
H29 -0.1412 2.0630 0.7090  0.20
H30 0.6313 -2.6701 6.7763  0.22
H31 -4.2529 -1.2543 -1.2230  0.22
H32 4.8535 5.7137 -3.4769  0.21
H33 3.2383 -3.9886 -3.7000  0.18
C10 -0.2917 1.4849 -0.2028  -0.71
C11 -0.4727 0.0694 0.2571  0.03
H34 -4.2412 -1.8653 0.4747  0.21
C12 2.0797 -3.0863 -2.2063  0.00
H35 -7.6084 0.4470 -0.7538  0.21
H36 2.0943 4.4508 -1.9751  0.21
O5 4.7698 3.2371 -3.5592  -0.76
C13 0.0879 -2.2156 5.9479  -0.62
C14 -1.7510 -0.0226 1.0840  -0.63
H37 2.6021 -5.1167 -1.5412  0.19
H38 1.6281 -4.2534 -0.3564  0.21
C15 0.3089 -0.7307 5.8529  0.10
H39 4.6240 2.4272 -3.0649  0.45
H40 -7.4212 -1.2356 -1.0809  0.20

Computed properties:
2S+1: 2
max |F|: 3.1 eV/Å
E_tot: -971.5908 Eh
LUMO (alpha / beta): 2.563 / 2.501 eV
net charge: -1
orbital gap (alpha / beta): 1.95 / 9.58 eV



A cluster of 7 separate species, C5H24O7 in total. Source: the Open Molecules 2025 dataset; level of theory: the ωB97M-V functional and the def2-TZVPD basis.

Last column: natural (NBO) charge in e.
Atoms and positions in Å:
C1 -0.6332 2.3189 2.8884  -0.25
O1 -0.4231 0.9209 2.8826  -0.74
H1 -1.2398 2.6505 2.0360  0.16
H2 -4.2117 -0.2898 1.1517  0.17
H3 -2.7577 -0.6460 0.2127  0.15
H4 0.2568 -4.6159 -2.9386  0.46
O2 2.1652 -1.9361 -0.9474  -0.75
H5 2.9187 3.6768 -1.5721  0.46
H6 3.9638 -2.1280 0.0898  0.17
C2 -0.6740 -4.2890 -1.2497  -0.25
H7 2.4740 -2.4009 1.0048  0.20
H8 -2.5865 1.5203 -0.2248  0.47
H9 -0.3396 -3.2511 -1.2254  0.17
H10 1.1016 4.3536 0.4750  0.19
H11 0.7397 -0.8836 -0.1338  0.50
H12 -1.7079 -4.3545 -0.9244  0.19
C3 2.9640 -2.5660 0.0503  -0.25
H13 -1.0653 2.4008 -2.0061  0.49
O3 0.3051 -0.1920 0.3793  -0.99
H14 -1.1918 2.5721 3.7900  0.18
H15 3.0623 -3.6441 -0.1154  0.17
H16 2.6084 -2.0676 -1.7895  0.47
H17 0.7129 4.0587 -1.2301  0.14
C4 -3.2173 0.0713 0.9030  -0.26
O4 -3.3726 1.3571 0.3059  -0.74
O5 -0.6129 -4.8118 -2.5822  -0.72
H18 -0.0714 -4.8801 -0.5532  0.16
H19 -0.0045 0.6881 2.0455  0.49
H20 -1.0255 0.9022 -2.3153  0.49
O6 -1.0138 1.5351 -1.5906  -0.96
H21 0.3085 2.8794 2.9156  0.15
O7 2.7245 4.0578 -0.7123  -0.71
C5 1.3765 3.7737 -0.4032  -0.25
H22 -0.1495 0.3740 -0.2525  0.49
H23 -2.5930 0.1270 1.7970  0.19
H24 1.2091 2.7182 -0.1610  0.17

Computed properties:
2S+1: 1
SMILES: CO.CO.CO.CO.CO.O.O
max |F|: 0.4 eV/Å
E_tot: -731.4824 Eh
LUMO: -0.220 eV
orbital gap: 9.24 eV



A structure of composition C41H32GaN4OSi. Source: the Open Molecules 2025 dataset; level of theory: the ωB97M-V functional and the def2-TZVPD basis.

Last column: Mulliken charge in e.
Atoms and positions in Å:
C1 4.6670 1.5501 3.4724  -0.49
H1 1.1635 1.7280 -1.9392  0.27
C2 -3.3865 -1.1853 6.0277  -0.06
C3 -1.6620 -0.7922 -4.0393  -0.74
H2 1.9378 2.4140 1.6820  0.26
H3 -1.7382 -1.7873 -4.4452  0.47
C4 0.9559 -3.7392 2.1326  -0.79
C5 -3.9110 -1.1536 3.6335  -0.86
H4 -0.7971 6.3258 -2.6165  0.45
N1 -1.6578 -1.2675 -0.3945  0.02
H5 -4.3124 -1.0124 1.5418  0.43
C6 -3.3173 -0.5498 4.7371  0.52
C7 -3.8266 -0.5472 2.3927  -0.33
Ga1 -1.3524 0.8707 -0.0926  -0.41
H6 -1.2419 2.4228 -4.9823  0.45
C8 2.4881 1.3181 -3.5671  -0.49
C9 -1.1154 4.2251 -2.9018  -0.92
C10 -1.2081 3.0039 -2.2550  0.79
C11 -1.5104 0.2988 -4.8769  -1.12
H7 5.3463 1.9545 4.2092  0.39
H8 0.7715 -4.0580 3.1494  0.44
C12 -1.9112 -3.5122 0.3388  -1.15
H9 -3.8028 0.9325 0.1997  0.55
C13 1.2129 -2.4045 1.8567  -0.39
C14 -1.3832 1.5689 -4.3399  -0.96
C15 4.0672 -0.4528 -3.2073  -0.80
N2 -3.4335 -1.6917 7.0550  -0.47
C16 1.4743 -1.9662 0.5538  0.84
C17 2.7518 1.8024 2.0494  -0.23
C18 -2.0266 -2.9924 -1.9915  -0.89
H10 -1.9283 -4.2095 1.1609  0.60
C19 3.5386 -0.6658 -1.9434  -0.12
C20 -0.8778 5.3592 -2.1407  -0.68
H11 3.9549 0.7086 -5.0056  0.41
C21 -3.1518 0.6611 2.2229  -0.02
Si1 1.7676 -0.1418 0.2441  -1.04
C22 2.9038 0.5015 1.5667  0.49
C23 -2.5860 1.2632 3.3469  -0.25
C24 1.9662 1.0971 -2.2999  -0.01
C25 -0.8634 3.9809 -0.2020  0.03
H12 -1.5389 -1.7975 1.5890  0.94
C26 0.9639 -4.6707 1.1030  -0.65
H13 4.8931 -1.0554 -3.5574  0.42
H14 1.2318 -1.6969 2.6757  0.54
H15 3.9657 -1.4437 -1.3255  0.42
H16 0.7888 -5.7160 1.3180  0.43
C27 -0.7430 5.2385 -0.7682  -0.90
N3 -1.5756 0.6517 -2.1630  0.72
C28 2.4720 0.1005 -1.4667  0.18
C29 3.5392 0.5384 -4.0228  -0.67
H17 4.1055 -1.2769 1.7209  0.35
C30 4.8387 0.2557 3.0062  -0.73
C31 -3.0070 1.2741 0.8686  -0.85
C32 1.4658 -2.9201 -0.4656  -0.26
O1 0.3831 0.6943 0.2768  1.61
C33 3.6214 2.3250 2.9947  -0.71
H18 -2.2146 1.1435 5.4549  0.48
C34 -1.8029 -1.6683 -1.6603  0.68
H19 -2.2626 -4.9684 -1.1936  0.46
H20 -1.4760 0.1583 -5.9472  0.46
C35 -2.0876 -3.9265 -0.9675  -1.03
N4 -1.0927 2.8943 -0.9308  -0.01
H21 3.4877 3.3336 3.3615  0.42
H22 -2.1537 -3.2977 -3.0181  0.49
C36 -1.6889 -0.5794 -2.6690  0.84
C37 1.2168 -4.2607 -0.1966  -0.80
C38 -2.6615 0.6693 4.5925  -0.91
H23 5.6511 -0.3500 3.3812  0.42
H24 -2.0728 2.2117 3.2447  0.41
H25 1.2362 -4.9873 -0.9979  0.48
C39 -1.6916 -2.1667 0.5842  -0.41
C40 -1.4121 1.7099 -2.9635  0.70
H26 -0.7701 3.8331 0.8675  0.46
H27 1.6789 -2.6209 -1.4844  0.47
H28 2.0894 2.1056 -4.1943  0.46
H29 -0.5504 6.0954 -0.1420  0.45
H30 -4.4412 -2.0882 3.7546  0.50
H31 -1.2254 4.2983 -3.9726  0.50
C41 3.9628 -0.2605 2.0631  -0.21
H32 -3.0890 2.3625 0.9175  0.67

Computed properties:
2S+1: 1
max |F|: 0.6 eV/Å
E_tot: -4090.1288 Eh
LUMO: -3.809 eV
net charge: +1
orbital gap: 7.26 eV